200
Properties=species:S:1:pos:R:3 method="wB97M-V/def2-TZVPD" e_homo_ev=-9.0 orbital_gap_ev=9.5 e_lumo_ev=0.6 max_force_ev_per_a=2.772 relative_energy_kcal_mol=0.0
C -7.95 2.02 29.92
C -8.17 1.58 31.38
C -6.95 1.69 32.34
O -5.93 0.83 31.87
C -4.89 0.67 32.76
N -9.18 2.49 31.94
H -7.63 3.06 29.96
H -8.91 1.92 29.47
H -7.21 1.40 29.41
H -8.42 0.49 31.41
H -7.27 1.48 33.36
H -6.58 2.74 32.20
H -4.05 0.09 32.33
H -5.20 0.09 33.67
H -4.50 1.61 33.13
H -10.06 2.35 31.47
H -9.35 2.36 32.92
C -5.08 7.42 21.23
C -5.09 5.95 20.69
C -5.82 5.09 21.72
O -5.76 3.74 21.23
C -6.28 2.84 22.18
N -5.72 5.84 19.34
H -4.43 8.08 20.70
H -4.67 7.50 22.23
H -6.09 7.82 21.36
H -4.06 5.56 20.68
H -6.85 5.37 21.86
H -5.23 5.15 22.66
H -5.69 2.83 23.14
H -6.25 1.82 21.72
H -7.27 3.15 22.48
H -5.86 4.85 19.11
H -6.63 6.30 19.32
C -9.92 -2.40 26.45
C -10.81 -1.76 25.41
C -10.28 -1.99 24.01
O -8.98 -1.34 23.93
C -8.41 -1.28 22.56
N -12.24 -2.23 25.52
H -10.23 -2.20 27.50
H -8.87 -1.99 26.33
H -9.88 -3.48 26.29
H -10.77 -0.68 25.60
H -10.92 -1.63 23.17
H -10.17 -3.07 23.82
H -7.45 -0.81 22.61
H -9.07 -0.72 21.87
H -8.22 -2.30 22.22
H -12.77 -1.88 24.69
H -12.16 -3.24 25.35
C -7.61 3.25 25.50
C -7.72 1.76 25.16
C -6.84 0.84 26.07
O -5.48 1.24 25.82
C -4.52 0.52 26.56
N -9.16 1.41 25.30
H -7.87 3.28 26.54
H -8.38 3.81 24.90
H -6.59 3.63 25.36
H -7.31 1.70 24.17
H -6.88 -0.25 25.85
H -7.05 1.03 27.12
H -4.59 -0.58 26.39
H -4.71 0.65 27.62
H -3.51 0.85 26.30
H -9.26 0.44 25.05
H -9.80 1.90 24.71
C -1.68 4.54 23.50
C -2.79 4.61 24.44
C -3.05 3.21 25.04
O -2.42 5.56 25.45
H -1.61 5.50 22.98
H -1.89 3.79 22.72
H -0.75 4.25 23.99
H -3.70 4.97 23.95
H -2.12 2.90 25.42
H -3.34 2.48 24.25
H -3.77 3.24 25.83
H -3.03 5.49 26.22
C -4.67 3.89 29.09
C -5.30 5.19 28.61
C -5.39 6.26 29.69
O -4.48 5.72 27.53
H -4.74 3.08 28.36
H -5.10 3.58 30.02
H -3.64 4.07 29.24
H -6.31 4.98 28.25
H -5.99 5.93 30.56
H -5.99 7.10 29.32
H -4.44 6.63 30.02
H -4.78 6.59 27.20
C -2.19 -2.35 25.86
C -0.88 -1.66 25.45
C 0.34 -2.19 26.25
O -0.68 -1.92 24.07
H -2.19 -3.38 25.48
H -3.05 -1.84 25.44
H -2.29 -2.39 26.96
H -0.92 -0.57 25.61
H 0.53 -3.26 26.23
H 0.15 -1.97 27.27
H 1.27 -1.70 25.95
H -0.28 -1.16 23.66
C -6.85 6.97 25.10
C -5.78 8.06 25.19
C -6.18 9.37 24.57
O -5.48 8.26 26.58
H -6.64 6.06 25.62
H -6.99 6.78 24.04
H -7.86 7.40 25.42
H -4.84 7.67 24.76
H -6.45 9.30 23.54
H -5.37 10.09 24.49
H -7.11 9.70 25.03
H -4.99 9.08 26.73
C -10.66 7.05 25.36
C -10.68 5.94 26.38
C -11.41 6.31 27.71
O -11.18 4.72 25.78
H -10.26 7.99 25.78
H -11.69 7.29 25.02
H -10.08 6.92 24.47
H -9.67 5.73 26.73
H -12.43 6.68 27.69
H -10.83 7.18 28.16
H -11.42 5.47 28.38
H -11.06 3.98 26.41
C -11.12 2.00 21.64
C -11.64 2.84 22.85
C -12.35 1.93 23.87
O -10.50 3.40 23.55
H -10.57 1.12 21.96
H -10.47 2.65 21.11
H -11.97 1.74 20.99
H -12.28 3.62 22.46
H -11.70 1.10 24.14
H -13.18 1.38 23.44
H -12.64 2.52 24.72
H -10.80 4.10 24.21
C -7.77 -4.96 24.73
C -6.83 -3.76 24.94
C -6.08 -3.85 26.21
O -5.89 -3.85 23.83
H -8.07 -5.13 23.68
H -8.71 -4.95 25.29
H -7.21 -5.85 25.05
H -7.38 -2.85 24.85
H -5.82 -2.85 26.61
H -5.29 -4.55 26.05
H -6.71 -4.30 26.95
H -5.06 -3.51 24.16
C -3.47 -0.27 20.86
C -4.05 -1.13 21.97
C -4.40 -0.32 23.17
O -5.22 -1.81 21.48
H -4.06 0.62 20.75
H -3.31 -0.84 19.92
H -2.48 0.06 21.17
H -3.31 -1.89 22.30
H -4.89 -0.96 23.92
H -5.10 0.48 22.90
H -3.51 0.21 23.56
H -5.58 -2.21 22.26
C -5.68 -2.51 31.08
C -5.65 -2.01 29.66
C -7.07 -1.92 29.00
O -4.93 -0.79 29.52
H -4.71 -2.47 31.59
H -6.04 -3.52 31.12
H -6.35 -1.80 31.61
H -5.16 -2.75 28.98
H -6.96 -1.81 27.90
H -7.57 -1.02 29.39
H -7.58 -2.85 29.21
H -5.32 -0.07 30.06
C -11.29 0.57 28.82
C -11.69 1.51 27.67
C -12.89 2.39 28.08
O -10.53 2.37 27.42
H -12.09 -0.19 28.84
H -11.32 1.16 29.74
H -10.33 0.07 28.60
H -11.89 1.02 26.71
H -13.75 1.81 28.50
H -13.29 2.95 27.22
H -12.49 3.09 28.81
H -9.95 1.88 26.84
C -2.07 1.33 30.06
C -1.38 0.13 29.45
C -0.91 -1.03 30.32
O -2.26 -0.39 28.47
H -3.06 1.06 30.51
H -2.31 2.15 29.42
H -1.50 1.79 30.88
H -0.50 0.49 28.89
H -0.51 -1.91 29.87
H -1.70 -1.42 30.96
H -0.11 -0.72 31.03
H -3.11 -0.56 28.91

92
Properties=species:S:1:pos:R:3 method="wB97M-V/def2-TZVPD" e_homo_ev="-5.0 / -5.0" orbital_gap_ev="6.8 / 7.3" spin_multiplicity=2 e_lumo_ev="1.8 / 2.2" max_force_ev_per_a=5.103 relative_energy_kcal_mol=17.3 total_charge=-1
V -0.65 0.34 0.04
C -3.35 3.87 2.94
C -3.46 2.49 2.22
C -4.91 2.10 1.73
O -2.98 1.49 3.20
C -2.65 2.38 0.90
O -2.70 3.24 0.10
O -2.26 1.09 0.77
H -4.05 3.77 3.75
H -3.55 4.65 2.21
H -2.39 3.92 3.26
H -5.40 1.56 2.54
H -4.84 1.39 0.88
H -5.47 2.96 1.38
H -2.94 0.67 2.76
C -4.00 -2.75 -5.28
C -2.64 -2.90 -5.16
C -1.96 -2.26 -4.10
C -2.66 -1.56 -3.12
C -4.05 -1.44 -3.22
C -4.68 -1.93 -4.32
C -2.02 -1.07 -1.92
C -0.83 -0.53 -1.71
C 0.31 -0.50 -2.66
C 1.57 -0.96 -2.28
C 2.71 -1.02 -3.09
C 2.59 -0.29 -4.26
C 1.35 0.20 -4.75
C 0.26 0.10 -3.96
H -4.58 -3.12 -6.11
H -2.11 -3.51 -5.86
H -0.91 -2.36 -3.96
H -4.61 -0.77 -2.45
H -5.67 -1.52 -4.49
H -2.63 -1.20 -1.04
H 1.73 -1.39 -1.27
H 3.61 -1.48 -2.84
H 3.50 -0.20 -4.89
H 1.47 0.81 -5.64
H -0.69 0.45 -4.22
C -1.67 -4.81 1.76
Si -0.35 -3.47 1.52
C 0.90 -3.54 2.87
C 0.50 -3.83 -0.15
Se -1.64 -1.57 1.52
H -1.31 -5.69 1.16
H -2.58 -4.55 1.17
H -1.97 -5.09 2.71
H 0.47 -3.72 3.86
H 1.38 -2.59 2.95
H 1.67 -4.31 2.63
H 0.89 -4.83 -0.23
H 1.41 -3.23 -0.21
H -0.13 -3.67 -1.03
C 4.62 -2.27 5.49
C 3.87 -1.73 4.27
C 2.96 -0.72 4.41
C 2.36 -0.11 3.32
C 1.18 0.84 3.48
C 2.84 -0.43 2.08
C 3.79 -1.49 1.84
C 4.25 -1.86 0.47
C 4.23 -2.10 2.99
C 2.28 0.29 0.83
O 3.04 0.96 0.19
O 1.01 -0.06 0.54
H 5.06 -1.41 6.02
H 5.44 -2.89 5.08
H 4.13 -2.83 6.30
H 2.63 -0.44 5.42
H 0.72 0.63 4.43
H 0.43 0.70 2.74
H 1.38 1.95 3.26
H 5.31 -2.14 0.53
H 4.10 -0.99 -0.14
H 3.60 -2.62 0.02
H 5.01 -2.77 2.95
O -1.15 2.19 -2.85
C -0.44 2.76 -1.99
N -0.03 2.14 -0.78
C 0.44 3.24 0.08
O 0.54 3.12 1.23
C 0.50 4.47 -0.72
C 1.07 5.73 -0.46
C 0.99 6.65 -1.53
C 0.25 6.42 -2.72
C -0.26 5.13 -2.94
C -0.12 4.23 -1.92
H 1.70 5.94 0.38
H 1.58 7.58 -1.48
H 0.26 7.17 -3.53
H -0.62 4.88 -3.88

2
Properties=species:S:1:pos:R:3 method="wB97M-V/def2-TZVPD" e_homo_ev=-30.6 orbital_gap_ev=9.5 e_lumo_ev=-21.1 max_force_ev_per_a=1.919 relative_energy_kcal_mol=0.0 total_charge=+3
Zr 0.72 -0.64 -0.54
Br -0.72 0.64 0.54

39
Properties=species:S:1:pos:R:3 method="wB97M-V/def2-TZVPD" e_homo_ev=-10.3 orbital_gap_ev=10.0 e_lumo_ev=-0.4 max_force_ev_per_a=11.496 relative_energy_kcal_mol=150.1
O -1.76 -0.82 3.19
H -2.17 -1.23 3.99
H -2.47 -0.77 2.39
O -0.34 0.85 -2.64
H -0.09 0.94 -1.82
H -0.81 0.21 -2.27
O 0.33 -2.47 -0.86
H 0.16 -2.75 0.07
H 1.03 -1.65 -0.87
O 3.15 2.18 2.89
H 2.41 1.46 2.72
H 2.58 3.03 2.86
O -0.29 -2.78 1.87
H 0.56 -2.78 2.54
H -0.85 -1.89 1.98
O 2.91 -1.25 -1.15
H 3.05 -0.47 -0.85
H 3.11 -1.45 -1.93
O 0.08 3.00 0.45
H 0.01 2.07 0.10
H -0.07 3.38 -0.54
O -1.74 -1.48 -2.25
H -1.97 -2.30 -2.58
H -0.90 -1.74 -1.74
O 2.45 1.19 -2.80
H 1.54 0.79 -2.51
H 3.01 0.59 -3.38
O 0.15 0.27 0.07
H 0.72 0.16 0.74
H -0.75 0.19 0.17
O 1.27 0.31 2.60
H 0.41 0.72 2.94
H 1.57 -0.57 3.11
O -2.50 -0.26 0.50
H -3.09 0.41 0.31
H -2.65 -0.92 -0.14
O -2.96 1.77 -2.16
H -3.00 2.68 -2.73
H -2.06 1.37 -2.25

68
Properties=species:S:1:pos:R:3 method="wB97M-V/def2-TZVPD" e_homo_ev="-18.0 / -19.7" orbital_gap_ev="6.6 / 4.2" spin_multiplicity=5 e_lumo_ev="-11.4 / -15.5" max_force_ev_per_a=4.613 relative_energy_kcal_mol=0.0 total_charge=+4
Pd 0.13 -0.31 1.01
P -1.19 -2.16 1.58
P 1.94 -0.48 2.88
P 1.58 -1.58 -0.52
H -2.97 4.63 -6.43
C -2.90 3.65 -6.92
C -3.99 2.88 -7.07
H -4.99 3.20 -6.72
C -2.69 -1.84 2.57
C -0.41 -3.49 2.54
C -1.88 -3.00 0.13
C 3.21 0.83 2.78
C 1.32 -0.27 4.58
C 2.94 -2.00 3.02
C 0.86 -1.56 -2.20
C 1.84 -3.37 -0.24
C 3.31 -1.07 -0.84
H -1.98 3.43 -7.46
H -3.99 1.99 -7.73
H -3.26 -1.02 2.14
H -2.43 -1.61 3.61
H -3.29 -2.75 2.55
H -0.11 -3.12 3.53
H 0.46 -3.91 2.04
H -1.15 -4.28 2.68
H -2.52 -2.30 -0.42
H -2.49 -3.84 0.48
H -1.12 -3.37 -0.55
H 3.85 0.79 3.68
H 2.72 1.81 2.73
H 3.83 0.70 1.89
H 2.14 -0.43 5.29
H 0.52 -0.99 4.79
H 0.93 0.75 4.72
H 3.62 -1.90 3.88
H 3.54 -2.16 2.11
H 2.30 -2.87 3.18
H 1.38 -2.30 -2.82
H 0.96 -0.56 -2.63
H -0.21 -1.81 -2.15
H 2.49 -3.75 -1.04
H 0.90 -3.94 -0.26
H 2.33 -3.56 0.72
H 3.80 -1.86 -1.43
H 3.87 -0.91 0.08
H 3.32 -0.13 -1.42
C 0.59 2.15 -1.91
C -0.73 1.80 -2.23
C -1.29 2.22 -3.44
C -0.57 3.04 -4.30
C 0.74 3.44 -3.97
C 1.32 3.00 -2.80
Se 1.49 1.61 -0.37
H -0.75 -0.29 -0.39
H -1.29 1.17 -1.54
H -2.31 1.90 -3.68
H -1.04 3.37 -5.23
H 1.30 4.10 -4.63
H 2.33 3.29 -2.51
N -1.49 1.11 3.33
C -2.23 2.20 3.66
C -2.21 3.02 2.53
C -1.46 2.34 1.57
N -1.04 1.17 2.06
H -1.33 0.29 3.91
H -2.69 2.28 4.62
H -2.68 3.97 2.41
H -1.17 2.64 0.59

13
Properties=species:S:1:pos:R:3 method="wB97M-V/def2-TZVPD" e_homo_ev=-8.0 orbital_gap_ev=8.5 e_lumo_ev=0.5 max_force_ev_per_a=5.166 relative_energy_kcal_mol=129.9
C -2.34 -0.59 -0.34
C 0.79 0.13 0.10
H -1.86 -1.45 -1.10
H -3.18 0.09 -1.00
H -3.01 -0.86 0.58
H -1.05 0.21 1.41
H 0.71 -1.12 0.72
H 1.81 1.83 -0.66
H 4.24 0.24 0.67
N -1.37 0.37 0.31
N -0.20 0.79 -0.42
N 2.05 0.72 -0.12
S 3.42 -0.37 -0.18

56
Properties=species:S:1:pos:R:3 method="wB97M-V/def2-TZVPD" e_homo_ev="-4.6 / -5.5" orbital_gap_ev="4.7 / 5.6" spin_multiplicity=3 e_lumo_ev="0.1 / 0.1" max_force_ev_per_a=4.475 relative_energy_kcal_mol=101.0
C -1.18 -1.22 -0.20
C -0.01 -1.84 -0.73
C 0.87 -2.13 0.36
H 0.23 -1.98 -1.79
C 0.18 -1.76 1.59
C -1.08 -1.17 1.22
H -1.91 -0.99 1.92
H -2.03 -0.96 -0.82
H 1.86 -2.59 0.27
H 0.54 -2.00 2.59
Ti 0.85 0.05 0.53
C 2.42 1.75 -0.69
H 2.93 0.88 -0.23
H 1.60 2.36 -0.22
H 3.18 2.38 -1.21
Si 1.59 0.80 -3.09
C 0.79 2.28 -4.06
C -0.19 1.85 -4.98
H -0.31 0.79 -5.17
C -1.08 2.73 -5.57
H -1.90 2.36 -6.18
C -0.86 4.10 -5.39
H -1.49 4.81 -5.93
C 0.21 4.55 -4.62
H 0.43 5.61 -4.55
C 1.06 3.64 -3.97
H 1.88 3.99 -3.35
C 2.96 -0.43 -3.59
C 2.81 -0.87 -4.92
H 2.37 -0.21 -5.67
C 3.18 -2.15 -5.30
H 2.97 -2.53 -6.30
C 3.81 -2.99 -4.37
H 4.12 -4.00 -4.64
C 3.91 -2.59 -3.04
H 4.25 -3.26 -2.25
C 3.50 -1.31 -2.63
H 3.53 -1.02 -1.58
H 1.14 -0.10 -1.38
H 0.63 -0.14 -3.77
C 1.45 0.54 3.51
O 1.21 1.03 2.18
C 0.97 2.53 2.13
C -0.14 2.82 1.13
O -0.17 1.82 0.02
C -1.36 2.12 -0.87
H 2.04 -0.36 3.33
H 0.47 0.23 3.93
H 1.97 1.34 4.08
H 0.65 2.91 3.12
H 1.89 2.96 1.71
H -1.12 2.77 1.60
H -0.13 3.84 0.71
H -1.13 1.84 -1.91
H -2.20 1.55 -0.45
H -1.70 3.18 -0.87

14
Properties=species:S:1:pos:R:3 method="wB97M-V/def2-TZVPD" e_homo_ev=-8.6 smiles=NCCCS orbital_gap_ev=9.7 e_lumo_ev=1.0 max_force_ev_per_a=1.916 relative_energy_kcal_mol=16.4
N 0.43 -1.79 -1.52
C -0.30 -0.68 -0.99
C 0.52 0.05 0.15
C -0.42 0.99 0.90
S 0.24 2.47 1.76
H 0.55 -2.68 -1.09
H 0.88 -1.69 -2.39
H -1.26 -0.95 -0.54
H -0.46 0.08 -1.74
H 1.22 0.66 -0.40
H 0.94 -0.67 0.84
H -1.18 1.48 0.29
H -0.94 0.44 1.70
H -0.22 2.29 3.02